1.
Density functional theory data (wB97M-V/def2-TZVPD) for a 2-piece molecular cluster, C5H8O overall.

Output
Electronic energy = -270.43877 a.u.
Multiplicity = 1
LUMO = 0.9 eV
HOMO level = -0.3477 Ha
Energy relative to the best compared isomer or geometry (same formula, charge and spin) = 74.8 kcal/mol
SMILES = C=C=CC.C=O
Molar mass = 84.1 g/mol

XYZ file:
```
14
Properties=species:S:1:pos:R:3:nbo_charge:R:1
C -1.015 -1.243 -0.860 -0.523
C 0.121 -0.622 -0.614 0.109
C 0.969 0.194 -0.065 -0.278
C 2.425 0.524 -0.128 -0.628
H -1.690 -0.918 -1.650 0.219
H -1.303 -2.121 -0.285 0.219
H 0.369 0.778 0.643 0.273
H 2.867 0.415 0.870 0.225
H 2.982 -0.096 -0.828 0.218
H 2.551 1.577 -0.408 0.225
C -2.062 0.363 0.816 0.269
O -1.211 1.039 1.355 -0.566
H -2.589 0.703 -0.094 0.118
H -2.413 -0.592 1.250 0.119
```

2.
Density functional theory data (wB97M-V/def2-TZVPD) for one molecule with the formula H5N2O3P in a non-equilibrium geometry.

Output
Electronic energy = -679.50668 a.u.
Multiplicity = 1
LUMO = 0.9 eV
HOMO level = -0.3364 Ha
Energy relative to the best compared isomer or geometry (same formula, charge and spin) = 0.0 kcal/mol
SMILES = NOP(O)ON
Molar mass = 112.0 g/mol

XYZ file:
```
11
Properties=species:S:1:pos:R:3:nbo_charge:R:1
N 0.950 -0.309 2.061 -0.527
O -0.039 -0.202 1.081 -0.686
P 0.023 -1.122 -0.311 1.562
O -1.456 -1.759 -0.363 -1.004
O -0.640 0.107 -1.323 -0.697
N 0.318 1.150 -1.466 -0.524
H 1.231 0.608 2.303 0.349
H 1.711 -0.925 1.801 0.342
H -2.109 -0.985 -0.547 0.511
H -0.004 1.586 -2.399 0.341
H 0.015 1.851 -0.837 0.333
```